Below is a single C24H29N3O4S2 molecule in a non-equilibrium geometry, with properties calculated with wB97M-V/def2-TZVPD.

Last column: natural (NBO) charge in e.
Geometry (Å):
C: 6.7340 -0.4023 -1.5613  -0.591
C: 5.7423 -0.0684 -0.5868  -0.215
C: 5.2785 -1.4334 0.2585  -0.213
N: 4.2038 -1.4522 0.9916  -0.624
C: 2.9769 -1.5405 0.3475  0.721
O: 2.9298 -2.4744 -0.3332  -0.576
C: 1.7287 -1.1305 1.5731  -0.304
C: 1.7439 0.3465 1.3698  -0.413
C: 0.5008 0.8993 2.2818  -0.211
N: -0.5656 0.4867 1.4470  -0.756
S: -1.1482 1.1570 0.2242  2.416
O: -0.6635 2.3985 0.3190  -0.988
O: -0.6880 0.4579 -1.0129  -1.003
C: -2.9142 1.0855 0.0995  -0.339
C: -3.4839 1.6127 1.2423  -0.175
C: -4.9573 1.7551 1.3458  -0.135
C: -5.7118 0.9636 0.2459  -0.255
C: -5.0235 0.1542 -0.5653  0.093
C: -3.5680 0.4011 -0.9119  -0.102
N: -5.6735 -0.4313 -1.7156  -0.560
C: -6.8499 -0.8218 -1.8016  0.649
O: -7.3992 -1.3821 -2.9364  -0.668
C: -7.4428 -0.7143 -0.4545  -0.617
C: -7.0596 -1.9760 0.5004  -0.605
S: -7.3374 0.5990 0.3324  0.512
C: -0.8627 -0.9976 1.4571  -0.227
C: 0.5275 -1.5638 0.6252  -0.402
C: 4.5962 0.7619 -0.9283  -0.188
C: 4.2922 1.8760 -0.4975  -0.150
C: 3.1587 2.6386 -0.8780  -0.179
C: 2.3375 2.3296 -1.7271  -0.176
C: 2.5692 0.8601 -2.4226  -0.147
C: 3.6694 0.1790 -1.5858  -0.209
H: 7.0103 0.7571 -2.0555  0.200
H: 6.4881 -0.8931 -2.4098  0.207
H: 7.7327 -0.9163 -1.1796  0.229
H: 6.3886 0.4035 0.3643  0.189
H: 6.2226 -1.8547 0.7959  0.195
H: 5.0971 -1.9936 -0.6888  0.212
H: 4.2808 -0.4076 1.6862  0.334
H: 1.9736 -1.6539 2.5340  0.254
H: 2.5454 0.8337 2.1444  0.184
H: 1.7897 0.8650 0.5012  0.245
H: 0.5448 0.6060 3.4142  0.213
H: 0.4681 1.8803 2.0719  0.228
H: -2.9635 2.1793 1.8633  0.216
H: -5.4251 2.1001 2.1737  0.214
H: -3.0711 -0.0470 -1.5524  0.211
H: -5.0820 -0.3679 -2.6139  0.436
H: -8.5312 -0.8950 -0.3044  0.296
H: -7.1442 -2.9192 -0.1148  0.232
H: -5.9790 -1.9639 0.5249  0.207
H: -7.5894 -2.0051 1.4573  0.230
H: -0.8170 -1.4116 2.3751  0.200
H: -1.6078 -1.2626 0.7875  0.220
H: 0.7046 -1.2739 -0.4125  0.263
H: 0.5184 -2.8285 0.8465  0.208
H: 4.9067 2.4161 0.2532  0.208
H: 2.8692 3.7700 -0.2584  0.190
H: 1.4822 2.5787 -1.8958  0.188
H: 1.7247 0.5227 -2.8342  0.202
H: 3.8223 -0.7923 -2.2160  0.229

## Properties
* E_LUMO: -0.65 eV
* molecular weight: 487.6 g/mol
* energy: -2192.79374 Ha
* SMILES: C[C@H](CNC(=O)C1CCN(S(=O)(=O)c2ccc3c(c2)NC(=O)[C@@H](C)S3)CC1)c1ccccc1
* frontier orbital gap: 7.77 eV
* highest occupied orbital energy: -8.4 eV
* energy above the lowest of the compared OMol25 structures with the same formula, charge and spin: 470.4 kcal per mole
* largest force on an atom: 16.00 eV/Å

Below is a molecular structure, C24H29N3Pt in a non-equilibrium geometry, with properties calculated with wB97M-V/def2-TZVPD.

Last column: natural (NBO) charge in e.
Geometry (Å):
Pt: -0.1620 0.0603 -0.7856  1.232
C: -1.8956 -1.2148 -2.9342  -0.426
N: -1.0128 -1.5965 -1.7806  -0.309
C: -1.8419 -2.2877 -0.7451  -0.435
C: 0.1035 -2.4782 -2.2891  -0.241
C: 1.0888 -1.5245 -2.8997  -0.114
C: 2.0116 -1.7934 -3.8950  -0.175
C: 2.8310 -0.7713 -4.3525  -0.157
C: 2.7422 0.5150 -3.8337  -0.195
C: 1.8207 0.8082 -2.8398  -0.186
C: 1.0228 -0.2298 -2.3686  -0.121
H: -2.3675 -2.1208 -3.3130  0.235
H: -1.2850 -0.7549 -3.7069  0.239
H: -2.6570 -0.5260 -2.5766  0.231
H: -2.2390 -3.2050 -1.1831  0.247
H: -2.6622 -1.6357 -0.4537  0.240
H: -1.2213 -2.5294 0.1180  0.230
H: -0.3184 -3.2154 -2.9705  0.248
H: 0.5116 -3.0045 -1.4238  0.231
H: 2.0873 -2.7840 -4.3247  0.247
H: 3.5438 -0.9765 -5.1402  0.251
H: 3.3882 1.2934 -4.2170  0.252
H: 1.7463 1.8090 -2.4316  0.235
C: -1.7893 1.9054 4.7020  -0.600
C: -1.8694 0.7173 3.7462  -0.433
C: -0.5349 0.0452 3.4917  -0.053
C: 0.0364 -0.6528 4.5605  -0.113
C: 1.1902 -1.3988 4.4173  -0.188
C: 1.7786 -1.5057 3.1706  -0.175
C: 1.2412 -0.8314 2.0804  -0.091
C: 1.9091 -0.9511 0.7338  -0.281
C: 2.8048 0.2118 0.3372  -0.632
C: 0.1272 -0.0228 2.2672  0.154
N: -0.3138 0.7330 1.1246  -0.576
C: -0.8340 1.9355 1.2436  0.182
C: -1.3538 2.4666 0.0514  0.016
C: -1.8894 3.6599 -0.4147  -0.122
C: -2.0713 3.5272 -1.7988  -0.285
C: -1.6557 2.2607 -2.1561  0.039
N: -1.2595 1.6072 -1.0360  -0.474
H: -2.7851 2.2625 4.9604  0.238
H: -1.2362 2.7489 4.2795  0.194
H: -1.2833 1.6312 5.6268  0.227
H: -2.3538 1.0191 2.8116  0.199
H: -2.5292 -0.0422 4.1707  0.243
H: -0.4651 -0.6292 5.5201  0.227
H: 1.6073 -1.9271 5.2634  0.246
H: 2.6588 -2.1239 3.0358  0.231
H: 1.1109 -1.1411 -0.0741  0.079
H: 2.4738 -1.8852 0.7135  0.267
H: 2.2711 1.1639 0.3373  0.207
H: 3.2422 0.0586 -0.6504  0.235
H: 3.6218 0.2969 1.0537  0.262
H: -0.8288 2.4548 2.1932  0.253
H: -2.1047 4.5267 0.1907  0.262
H: -2.4786 4.2547 -2.4808  0.267
H: -1.6725 1.7868 -3.1252  0.236

## Properties
* E_LUMO: -8.83 eV
* molecular weight: 554.6 g/mol
* energy: -1214.86287 Ha
* frontier orbital gap: 5.60 eV
* charge: +2
* highest occupied orbital energy: -14.4 eV
* energy above the lowest of the compared OMol25 structures with the same formula, charge and spin: 24.7 kcal per mole
* largest force on an atom: 2.51 eV/Å

Below is a molecular structure, C24H29N4O3PdS2 in a non-equilibrium geometry, with properties calculated with wB97M-V/def2-TZVPD.

Last column: natural (NBO) charge in e.
Geometry (Å):
Pd: 0.5010 0.5063 -1.1365  0.436
C: 6.9239 -0.5003 -3.5044  -0.624
C: 5.8062 -0.8497 -2.5573  -0.031
C: 4.7070 -1.5876 -2.9871  -0.219
C: 3.6673 -1.8883 -2.1203  -0.206
C: 3.7156 -1.4439 -0.8086  -0.232
C: 4.7982 -0.7039 -0.3636  -0.195
C: 5.8391 -0.4193 -1.2344  -0.223
S: 2.3897 -1.8483 0.3095  2.336
O: 2.5848 -3.2372 0.6733  -0.988
O: 2.4892 -0.8910 1.3833  -0.968
N: 1.0874 -1.5898 -0.5576  -0.997
C: 0.2494 -2.5881 -1.0194  0.196
C: 0.4672 -3.9593 -0.9978  -0.294
C: -0.5028 -4.8764 -1.4399  -0.177
C: -1.7156 -4.4818 -1.9265  -0.262
C: -1.9710 -3.0956 -2.0263  -0.092
C: -3.1822 -2.5857 -2.5462  -0.147
C: -3.3661 -1.2398 -2.6701  -0.279
C: -2.3141 -0.3851 -2.2908  0.051
N: -1.1910 -0.8305 -1.7877  -0.460
C: -0.9950 -2.1629 -1.6123  0.205
H: 6.8540 -1.0772 -4.4267  0.209
H: 7.8990 -0.6959 -3.0549  0.210
H: 6.8933 0.5587 -3.7712  0.214
H: 4.6616 -1.9255 -4.0166  0.201
H: 2.8057 -2.4473 -2.4656  0.229
H: 4.7986 -0.3406 0.6547  0.240
H: 6.6876 0.1608 -0.8850  0.199
H: 1.3861 -4.3356 -0.5820  0.253
H: -0.2710 -5.9334 -1.3720  0.200
H: -2.4657 -5.1935 -2.2483  0.196
H: -3.9527 -3.2849 -2.8519  0.204
H: -4.2814 -0.8236 -3.0692  0.211
H: -2.3817 0.6905 -2.4166  0.211
C: -2.8087 0.5386 1.7536  -0.436
C: -1.5772 0.6518 2.6520  -0.429
C: -0.6584 -0.3529 1.9788  -0.069
O: -1.5187 -1.4398 1.5969  -0.546
C: -2.8542 -0.9656 1.4848  -0.062
H: -2.6245 1.0812 0.8225  0.212
H: -3.7308 0.9144 2.1991  0.200
H: -1.8127 0.3561 3.6785  0.188
H: -1.1418 1.6515 2.6636  0.211
H: 0.1498 -0.7496 2.5844  0.209
H: -0.2309 0.1108 1.0783  0.183
H: -3.4762 -1.4785 2.2297  0.153
H: -3.2451 -1.2076 0.4928  0.174
S: 0.3776 2.5360 -2.1014  -0.484
C: 1.6562 2.0467 -0.8371  0.164
N: 3.0153 1.8940 -1.1928  -0.660
C: 3.9487 2.9645 -0.8962  -0.210
C: 3.8095 3.3503 0.5641  -0.416
C: 2.3621 3.7240 0.8164  -0.214
N: 1.5060 2.5977 0.4716  -0.653
H: 3.0813 1.5743 -2.1467  0.387
H: 3.7799 3.8554 -1.5255  0.160
H: 4.9564 2.5955 -1.1079  0.191
H: 4.4686 4.1884 0.8032  0.195
H: 4.0782 2.4973 1.1920  0.215
H: 2.1168 4.6187 0.2174  0.159
H: 2.1978 3.9724 1.8673  0.189
H: 0.5324 2.8413 0.5833  0.380

## Properties
* E_LUMO: 2.79 eV
* molecular weight: 592.1 g/mol
* energy: -2301.03730 Ha
* frontier orbital gap: 6.72 eV
* charge: -1
* highest occupied orbital energy: -3.9 eV
* energy above the lowest of the compared OMol25 structures with the same formula, charge and spin: 0.0 kcal per mole
* largest force on an atom: 1.46 eV/Å

Below is a molecular structure, C24H29N7O4SSiTi in a non-equilibrium geometry, with properties calculated with wB97M-V/def2-TZVPD.

Last column: natural (NBO) charge in e.
Geometry (Å):
Ti: 0.1891 0.1412 -0.1311  1.472
C: -2.5248 -2.3487 1.4281  -0.657
C: -1.1136 -2.6765 1.0988  0.431
N: -0.2293 -1.8777 0.5364  -0.511
C: 0.9342 -2.6122 0.3884  -0.014
C: 0.7470 -3.8642 0.8671  0.039
N: -0.5466 -3.8843 1.3151  -0.468
C: 1.5770 -5.0885 1.0198  0.762
O: 2.7845 -5.0645 0.4818  -0.648
O: 1.0806 -6.0634 1.5201  -0.565
C: 2.0785 -1.9893 -0.3024  0.806
O: 3.1265 -2.5744 -0.4895  -0.607
O: 1.8228 -0.7591 -0.6924  -0.781
H: -2.6927 -1.2883 1.2654  0.250
H: -2.7543 -2.5787 2.4688  0.245
H: -3.2063 -2.9165 0.7938  0.247
H: -0.9660 -4.7003 1.7398  0.457
H: 2.9655 -4.1901 0.0582  0.513
C: 3.3159 -0.1039 2.1079  -0.655
C: 2.0281 0.4585 2.6264  0.273
C: 1.8969 0.9290 3.9156  -0.293
C: 0.6626 1.4219 4.3363  -0.108
C: -0.4139 1.4546 3.4780  -0.321
C: -0.2285 0.9695 2.1772  0.413
N: 0.9704 0.4703 1.7953  -0.578
N: -1.1389 0.9499 1.1308  -1.153
Si: -2.7176 1.7355 1.2074  1.821
C: -2.4292 3.5525 1.4228  -1.147
C: -3.7007 1.0369 2.6241  -1.155
C: -3.5858 1.4193 -0.3837  -1.140
H: 3.3283 -1.1919 2.2073  0.241
H: 4.1580 0.2857 2.6767  0.234
H: 3.4540 0.1295 1.0540  0.239
H: 2.7479 0.9121 4.5816  0.232
H: 0.5505 1.7918 5.3483  0.230
H: -1.3719 1.8429 3.7925  0.235
H: -1.6183 3.7711 2.1216  0.241
H: -3.3312 4.0354 1.8087  0.253
H: -2.1875 4.0237 0.4659  0.241
H: -4.0650 1.8356 3.2753  0.252
H: -3.1111 0.3518 3.2375  0.241
H: -4.5721 0.4859 2.2605  0.250
H: -3.0644 1.9022 -1.2139  0.247
H: -4.6034 1.8177 -0.3430  0.254
H: -3.6564 0.3505 -0.6153  0.243
C: -1.4256 -1.5270 -5.2013  -0.406
N: -0.3827 -0.5866 -4.7913  -0.331
C: 0.5232 0.0281 -5.6438  -0.035
C: 1.3033 0.8162 -4.8959  -0.068
N: 0.8646 0.6810 -3.5742  -0.374
C: -0.1880 -0.1889 -3.5234  0.308
S: -1.0709 -0.7813 -2.1992  -0.146
C: 1.4193 1.4122 -2.4896  0.416
C: 2.7446 1.7665 -2.5013  -0.240
C: 3.2435 2.4807 -1.4165  -0.112
C: 2.4003 2.8517 -0.3974  -0.227
C: 1.0606 2.4758 -0.4913  0.018
N: 0.5773 1.7358 -1.5039  -0.528
H: -1.2831 -1.7392 -6.2568  0.225
H: -2.4090 -1.0931 -5.0371  0.231
H: -1.3337 -2.4439 -4.6244  0.236
H: 0.5216 -0.1535 -6.7036  0.248
H: 2.1004 1.4803 -5.1720  0.248
H: 3.3884 1.4545 -3.3099  0.243
H: 4.2932 2.7423 -1.3828  0.242
H: 2.7408 3.4315 0.4486  0.246
H: 0.3231 2.8546 0.2048  0.245

## Properties
* 2S+1: 2
* E_LUMO (spin up / spin down): -3.00 / -3.33 eV
* molecular weight: 587.6 g/mol
* energy: -3153.46185 Ha
* frontier orbital gap (spin up / spin down): 7.58 / 7.64 eV
* charge: +1
* highest occupied orbital energy (spin up / spin down): -10.6 / -11.0 eV
* largest force on an atom: 1.66 eV/Å